(1)
C24H20N5O4RuS2 | ωB97M-V/def2-TZVPD

Computed properties:
LUMO level (spin up / spin down), eV: 4.595 / 4.592
Relative energy (zero: lowest compared OMol25 entry of this formula, charge and spin), kJ/mol: 185.9
F_max, hartree/bohr: 0.021
HOMO-LUMO gap (spin up / spin down), eV: 4.1948 / 4.5180
Calculated total energy, eV: -65103.968

Geometry as ORCA input:
```
! RIJCOSX wB97M-V def2-TZVPD def2/J DEFGRID3
* xyz -2 2
Ru 0.1100 -1.0625 -0.5048
S -2.0172 -2.0146 -1.2391
S -0.1113 -2.1236 2.1072
O 2.0690 3.5141 0.4407
O 2.2299 -1.7170 -0.0910
O 4.3116 -2.0750 0.6456
O 4.1948 4.2244 -0.0686
N -0.7142 0.4420 0.5760
N -0.0694 -3.0483 -3.0295
N 0.2126 -0.1922 3.9812
N -0.4860 0.5075 1.9260
N -0.8113 1.0501 -2.2329
C 2.9313 2.2736 -3.7233
C 2.5712 -0.3268 -2.8174
C -2.8981 2.6702 -3.1317
C 2.8122 4.5635 -0.1477
C 0.3416 0.2491 -1.8847
C 5.2337 1.9638 -0.0594
C -1.1369 1.1216 -3.5584
C 4.9287 0.6090 0.1011
C -1.6479 1.3243 0.0710
C 2.5920 1.0886 0.4939
C 2.9084 2.4126 0.3415
C 3.3683 -1.3404 0.3231
C -0.1569 -0.5347 2.6575
C -0.8974 -2.6524 -2.3126
C 4.1863 2.8435 0.0507
C -2.1342 1.8840 -4.0604
C 1.5218 0.6050 -2.6219
C 3.7530 0.0412 -3.4284
C 1.7394 1.9190 -3.1182
C -1.7127 1.6078 -1.2570
C 3.6334 0.1666 0.3414
C 3.9583 1.3447 -3.8852
C -2.6389 1.9077 1.0511
C -2.6914 2.5306 -1.8100
H 2.5271 4.6677 -1.2027
H 3.0660 3.2944 -4.0696
H 6.2351 2.3041 -0.2905
H -2.3300 1.8875 -5.1230
H -3.5866 2.1449 0.5723
H -2.2875 2.8228 1.5468
H -2.8483 1.1728 1.8314
H 0.9832 0.4664 3.9824
H -3.6401 3.3772 -3.4890
H 2.4281 -1.3402 -2.4679
H -3.2626 3.1399 -1.1246
H 5.6986 -0.1448 0.0042
H 4.8950 1.6291 -4.3507
H -0.5082 0.5157 -4.1964
H 0.9638 2.6653 -2.9905
H 0.5132 -1.0367 4.4472
H 4.5369 -0.7002 -3.5430
H 2.6392 5.4836 0.4087
H 1.5755 0.7683 0.6574
H -0.5267 1.4151 2.3731
*
```



(2)
C24H60O26S2V3 | ωB97M-V/def2-TZVPD

Computed properties:
LUMO level, eV: 1.843
F_max, hartree/bohr: 0.047
HOMO-LUMO gap, eV: 8.2601
Calculated total energy, eV: -177830.503

Geometry as ORCA input:
```
! RIJCOSX wB97M-V def2-TZVPD def2/J DEFGRID3
* xyz -1 1
V 2.3929 -2.7234 -2.1645
V -0.0171 2.1017 -2.8990
V -1.9643 -2.2288 0.3954
S 1.0780 -3.8417 0.9130
S -0.0302 -0.3334 -1.7482
O 0.6843 -4.6560 -2.5418
O 0.9045 -5.3065 0.8932
O 2.8121 4.0388 1.5024
O 3.7308 -1.9789 -1.7833
O -0.5003 2.7792 -4.9573
O -1.4629 2.6440 -2.4851
O 2.3546 -2.8611 -3.7345
O -0.5549 0.0401 -3.1107
O 2.9083 2.7407 4.1018
O -0.3221 -3.1484 0.8763
O 3.3251 -4.7891 -2.1254
O -4.1509 -1.1303 -0.2871
O 0.2592 1.0259 -1.1476
O -2.8759 -3.4921 0.1719
O -1.0664 -1.0447 -1.0033
O 2.1964 -0.2998 2.9405
O -2.4175 -1.4360 1.6858
O 1.0263 3.2798 -2.6759
O 1.9409 -2.1973 4.9699
O 1.2432 -1.0751 -1.7963
O 1.7420 1.2256 -4.2895
O -2.2532 2.5626 1.8004
O 1.7450 -3.4272 -0.4173
O 1.8357 -3.3323 2.0112
O -7.1794 -1.1348 -1.0902
O -2.6503 5.1218 2.5932
C 2.0564 -2.7264 6.2455
C 2.4711 3.5612 0.2084
C -0.6551 -4.6774 -2.1662
C -2.2172 1.6787 0.7404
C -8.2567 -0.2592 -1.1784
C -1.2371 3.5230 1.6761
C -3.0670 5.6978 3.7655
C 3.7626 3.1985 2.0198
C -4.2180 -0.6870 -1.5944
C 2.0775 0.0350 1.5890
C 0.0801 1.8236 -5.8551
C 3.1573 2.6481 5.4610
C -0.4181 4.1873 -5.3931
C 2.7237 -5.7587 -2.9310
C 3.8507 -5.2843 -0.8977
C 0.9752 -0.5580 3.5705
C 1.2667 -1.0297 4.9711
C 3.0203 0.6840 -4.0443
C -5.2280 -1.8932 0.1092
C -6.5661 -1.1585 0.1403
C -1.3953 4.4917 2.7560
C 1.2483 -5.9242 -2.6257
C 3.9203 3.3784 3.4709
C 1.5358 1.6094 -5.6248
H 1.8751 0.8134 -6.3135
H -1.2978 -4.9766 -3.0124
H 1.9037 -0.2635 5.4671
H -1.1050 4.7663 -4.7756
H -5.0886 -0.0400 -1.7447
H 3.0288 3.6285 5.9661
H 1.2224 0.7329 1.4452
H 0.4643 -1.3718 3.0256
H 1.7487 4.2307 -0.2499
H 3.3734 3.4956 -0.4301
H -0.9219 -3.6744 -1.8438
H 3.7816 1.4702 -4.1063
H 3.2292 -0.1058 -4.7772
H 1.0839 -6.4015 -1.6466
H -0.2476 3.0332 1.7143
H -4.3204 -1.5396 -2.2831
H -0.0900 2.1166 -6.8944
H -2.1884 2.2699 -0.1902
H -9.1677 -0.7174 -0.7437
H 0.3073 0.3231 3.6674
H -8.0368 0.6889 -0.6942
H -6.4547 -0.1532 0.5830
H -5.3337 -2.7580 -0.5794
H 4.1717 2.2668 5.6636
H -7.2058 -1.7177 0.8639
H 2.9987 0.5192 1.2717
H 0.7527 -6.4894 -3.4323
H -8.4780 -0.1020 -2.2438
H -4.9864 -2.3141 1.0781
H 3.8885 -4.4654 -0.1845
H 4.8617 -5.6840 -1.0571
H -0.4549 0.8865 -5.6704
H 2.1611 2.4972 -5.8535
H 2.8998 -5.4537 -3.9600
H -2.2994 6.3886 4.1855
H -0.6000 5.2560 2.6210
H 3.1884 -6.0376 -0.4537
H -1.3065 4.0469 0.6933
H -3.0839 1.0454 0.8000
H -0.7406 4.2609 -6.4331
H 1.0729 -2.9249 6.6997
H 4.9002 2.9699 3.7803
H 0.2981 -1.1202 5.4926
H 2.0223 2.5487 0.2118
H -3.9804 6.2491 3.5580
H 1.8865 -0.8121 0.8982
H 2.4237 1.9592 5.8747
H -1.2969 1.0919 0.7636
H 3.2289 -6.7183 -2.7596
H 3.9252 4.4702 3.6981
H -1.2648 4.0069 3.7225
H 3.0039 0.2243 -3.0627
H 2.6089 -3.6721 6.1649
H 2.6504 -2.0615 6.9135
H -0.8183 -5.3621 -1.3221
H 4.7231 3.4265 1.5365
H -3.3147 -0.1211 -1.7758
H 3.4669 2.1608 1.8360
H 0.5887 4.5957 -5.2584
H -3.2781 4.9344 4.5452
*
```